The following is a DFT calculation (ωB97M-V/def2-TZVPD) of one molecule with the formula C3H6O2S2 in a non-equilibrium geometry.

Summary:
- Structure (SMILES): O=C(O)CCSS
- LUMO: 0.50 eV
- HOMO level: -8.1 eV

```
! RIJCOSX wB97M-V def2-TZVPD def2/J DEFGRID3
* xyz 0 1
O 1.52411 -1.71132 -0.41512
C 1.71480 -0.71731 0.21310
O 2.68274 -0.57162 1.15637
C 0.75404 0.47137 0.26916
C -0.68120 0.04167 0.13350
S -1.53470 0.84140 -1.25006
S -3.53358 0.34663 -1.23523
H 2.88625 -1.44520 1.52409
H 1.00816 1.01062 1.17493
H 1.05146 1.14341 -0.54683
H -1.28762 0.30517 1.00596
H -0.84303 -1.03508 0.10156
H -3.74142 1.32027 -2.13145
*
```

=====

The following is a DFT calculation (ωB97M-V/def2-TZVPD) of a 5-piece molecular cluster, C38H76F2O11Si overall in a non-equilibrium geometry.

Summary:
- Structure (SMILES): COCCCCCCCCC(=O)OCC(F)(F)CC[Si](C)(C)c1ccccc1.COCCOC.COCCOC.COCCOC.COCCOC
- LUMO: 0.04 eV
- HOMO level: -8.5 eV

```
! RIJCOSX wB97M-V def2-TZVPD def2/J DEFGRID3
* xyz 0 1
C -0.21559 -1.77153 3.00813
O -0.38531 -1.93133 1.54115
C -1.03317 -3.22567 1.24910
C -1.79767 -3.23714 -0.20278
C -2.33551 -1.77509 -0.71534
C -1.19017 -0.81949 -1.40486
C -1.95277 0.52122 -2.04991
C -0.80395 1.59191 -2.61507
C -1.07879 3.11331 -2.06102
C 0.05861 3.63773 -0.96289
C -0.20166 5.21704 -0.56332
O -1.42442 5.52181 -0.05956
O 0.78320 6.30570 -0.65688
C 0.92268 6.82182 -2.02739
C 2.32982 6.25857 -2.73474
F 1.85678 5.46440 -3.92769
F 2.97642 5.40658 -1.69636
C 3.26007 7.49529 -3.27523
C 4.83781 7.12615 -3.51966
Si 5.23822 6.31332 -5.21864
C 7.18723 6.44478 -5.42449
C 4.51620 7.29854 -6.75041
C 4.62740 4.49513 -5.41506
C 4.43292 3.94578 -6.98106
C 3.88109 2.39992 -7.24191
C 3.50978 1.40182 -5.96075
C 3.73274 1.92070 -4.41126
C 4.29149 3.45154 -4.19145
H -1.25477 -1.78799 3.55592
H 0.30627 -0.72173 3.16389
H 0.48573 -2.64030 3.39977
H -0.18220 -4.05506 1.25548
H -1.79229 -3.49533 2.10884
H -2.74808 -3.93393 -0.08983
H -1.08207 -3.77216 -0.97202
H -3.15600 -1.98650 -1.55564
H -2.90729 -1.19854 0.14628
H -0.45443 -0.38921 -0.58839
H -0.52153 -1.38106 -2.21331
H -2.59167 0.98293 -1.16373
H -2.72048 0.19793 -2.89793
H 0.28348 1.25467 -2.29329
H -0.92150 1.62529 -3.79449
H -2.13113 3.21342 -1.52305
H -1.04952 3.89049 -2.94582
H -0.11528 2.98535 0.01508
H 1.13329 3.43272 -1.40107
H -0.04068 6.52926 -2.66622
H 1.04132 8.00348 -1.95490
H 3.23684 8.32585 -2.41815
H 2.73272 7.98760 -4.20471
H 5.44437 8.15224 -3.48796
H 5.31930 6.46244 -2.65241
H 7.55865 7.51637 -5.05434
H 7.43528 6.32162 -6.57918
H 7.72420 5.60381 -4.79374
H 4.70081 8.45336 -6.67712
H 5.05546 6.84926 -7.71607
H 3.39094 6.98701 -6.83433
H 4.67019 4.64529 -7.91876
H 3.74871 2.02935 -8.35390
H 3.09284 0.31590 -6.10874
H 3.50257 1.29335 -3.44340
H 4.45139 3.84836 -3.09283
C -4.93422 -0.54574 7.34117
O -5.74461 -0.27892 6.20139
C -5.03874 0.45121 5.19279
C -4.54856 -0.47573 4.07420
O -3.55966 -1.39296 4.55329
C -4.10426 -2.68340 4.81684
H -5.42533 -1.31977 7.93590
H -3.93720 -0.89892 7.06549
H -4.84832 0.36207 7.94923
H -4.20628 1.01554 5.63183
H -5.74549 1.17117 4.76795
H -4.07160 0.13481 3.30041
H -5.38686 -1.00986 3.60870
H -4.24564 -3.22163 3.87530
H -5.05351 -2.62816 5.35509
H -3.38832 -3.23365 5.43259
C 5.65831 4.61478 -10.80466
O 6.91156 4.86987 -10.17910
C 7.28698 3.82843 -9.27187
C 8.30273 2.87330 -9.90963
O 7.72431 2.15055 -11.00133
C 8.07921 2.70719 -12.26445
H 5.56263 5.28376 -11.66333
H 5.57458 3.58318 -11.15622
H 4.84726 4.83065 -10.09979
H 6.40257 3.28491 -8.91604
H 7.75400 4.31216 -8.40801
H 8.60407 2.13454 -9.15969
H 9.20420 3.41192 -10.22897
H 9.10064 2.41269 -12.52161
H 7.99748 3.79673 -12.27241
H 7.39665 2.30303 -13.01629
C -3.36397 -6.84488 3.39376
O -4.46822 -6.26266 4.07836
C -5.66565 -7.03254 3.92987
C -5.92718 -7.90012 5.16666
O -4.92001 -8.90546 5.32048
C -3.94266 -8.54477 6.29310
H -2.44800 -6.37728 3.76303
H -3.29618 -7.92294 3.56105
H -3.45223 -6.64361 2.32002
H -5.62467 -7.64397 3.01954
H -6.48988 -6.32065 3.81949
H -6.88132 -8.42006 5.03148
H -6.00798 -7.28357 6.07115
H -4.34829 -8.70088 7.29673
H -3.61700 -7.50739 6.18523
H -3.07522 -9.19596 6.15897
C -5.67074 -6.56968 9.70254
O -4.45013 -5.85751 9.52938
C -4.21117 -4.92500 10.58858
C -3.22044 -5.48853 11.61407
O -3.76849 -6.61758 12.30228
C -3.28859 -7.85308 11.77833
H -5.66005 -7.43364 9.03362
H -5.79953 -6.92522 10.72811
H -6.51277 -5.92402 9.42808
H -5.15335 -4.63190 11.06881
H -3.77423 -4.03084 10.13262
H -3.02355 -4.71845 12.36720
H -2.26419 -5.74402 11.13968
H -2.27401 -8.03724 12.14290
H -3.29523 -7.86790 10.68582
H -3.94250 -8.65080 12.13965
*
```

=====

The following is a DFT calculation (ωB97M-V/def2-TZVPD) of C27H56O37S8Si2 as an isolated structure in a non-equilibrium geometry.

Summary:
- LUMO: -0.09 eV
- HOMO level: -9.8 eV

```
! RIJCOSX wB97M-V def2-TZVPD def2/J DEFGRID3
* xyz 0 1
C -6.80964 5.15192 -2.54207
C -5.66429 4.15933 -2.27764
O -5.91370 3.25655 -1.19974
C -6.65013 2.18838 -1.54249
O -7.20629 2.11161 -2.57369
C -6.81472 1.05186 -0.54720
C -5.81884 1.07135 0.63376
C -5.45289 -0.39519 1.06434
Si -3.62657 -0.83076 0.78608
C -2.80391 -1.07166 2.47608
C -1.55495 -0.21293 2.75463
O -1.38790 0.86492 1.81563
C -0.60804 1.85194 2.31670
O -0.94770 2.50455 3.22104
C 0.72591 2.14594 1.64901
C 0.88415 3.67616 1.52589
O -3.60606 -2.36920 0.05083
Si -4.04662 -2.37060 -1.56511
H -6.65144 5.56596 -3.53946
H -6.79600 5.95082 -1.80034
H -7.75476 4.61156 -2.54285
H -4.79351 4.75475 -1.99163
H -5.38110 3.66027 -3.20364
H -6.81445 0.12847 -1.12258
H -7.82280 1.17362 -0.13772
H -4.93282 1.68283 0.45145
H -6.34860 1.50357 1.48607
H -6.09110 -1.09643 0.52601
H -5.69294 -0.53079 2.11978
H -2.94828 0.11959 -0.10565
H -2.52556 -2.12372 2.58686
H -3.53976 -0.88964 3.26254
H -0.64581 -0.82368 2.78768
H -1.65448 0.19135 3.76606
H 0.75582 1.74267 0.63751
H 1.56451 1.78131 2.24097
H 1.67398 3.95560 0.83072
H 1.02852 4.16162 2.48990
H -0.04822 4.08652 1.11839
H -5.45902 -2.01622 -1.78202
H -3.14364 -1.45362 -2.28288
H -3.83624 -3.72853 -2.10307
C -9.43010 -1.39596 3.72178
C -9.87172 -1.19061 2.28951
O -8.81757 -1.75650 1.50533
S -8.17172 -2.99839 2.28907
O -8.74434 -4.19503 1.79202
O -6.77099 -2.79541 2.34860
O -8.80551 -2.69057 3.73297
H -8.68525 -0.65569 4.01783
H -10.26279 -1.36985 4.42041
H -10.00953 -0.14969 2.03954
H -10.79189 -1.74196 2.07650
C -2.03483 6.83120 4.15972
C -0.79360 5.97749 4.29249
O 0.26949 6.81007 3.81003
S -0.05493 8.34456 4.15648
O 0.62911 8.70042 5.34494
O 0.05572 9.10428 2.96635
O -1.61199 8.15357 4.51264
H -2.39510 6.85113 3.12855
H -2.83619 6.50178 4.81646
H -0.85552 5.05891 3.71330
H -0.58889 5.73458 5.33763
C -9.21246 4.89320 2.60160
C -7.75855 4.56278 2.33674
O -7.48607 3.44025 3.18689
S -8.80897 2.54736 3.33076
O -8.73201 1.46957 2.40720
O -9.06487 2.33575 4.70610
O -9.85347 3.61942 2.75594
H -9.33234 5.45144 3.53229
H -9.66700 5.44874 1.78536
H -7.09218 5.38841 2.57076
H -7.60135 4.25163 1.30083
C 4.41521 -0.36233 -2.27981
C 3.13505 0.26291 -2.78548
O 2.32922 0.42954 -1.61044
S 3.28226 0.72702 -0.35139
O 3.32515 2.13261 -0.14214
O 2.94997 -0.18039 0.68389
O 4.66695 0.28233 -1.01576
H 4.30107 -1.43691 -2.10219
H 5.24835 -0.20054 -2.95813
H 2.62567 -0.36089 -3.51514
H 3.31350 1.25248 -3.21603
C 7.81243 -4.28913 -2.87413
C 7.70485 -4.86581 -1.48357
O 6.39905 -4.47976 -1.02790
S 5.40059 -4.42837 -2.27550
O 4.66388 -5.63788 -2.33122
O 4.76778 -3.15463 -2.27915
O 6.50238 -4.45510 -3.43854
H 8.03962 -3.22082 -2.84525
H 8.55599 -4.80075 -3.47944
H 8.47021 -4.48416 -0.81700
H 7.74890 -5.95672 -1.50154
C 8.36979 3.40367 -2.44391
C 6.90727 3.06763 -2.64697
O 6.92188 1.81716 -3.35231
S 8.19604 0.95833 -2.88827
O 7.78340 0.03721 -1.89195
O 8.91063 0.55306 -4.04306
O 8.99914 2.14470 -2.16592
H 8.81495 3.81544 -3.35204
H 8.52557 4.09423 -1.61922
H 6.38044 3.82377 -3.22270
H 6.39564 2.91446 -1.69380
C 3.11242 -8.50309 -2.69980
C 1.66352 -8.88990 -2.90296
O 1.71817 -10.14445 -3.59257
S 3.02021 -10.95888 -3.11615
O 2.63832 -11.88437 -2.11378
O 3.74576 -11.35085 -4.26743
O 3.78330 -9.73573 -2.40671
H 3.54402 -8.08656 -3.61178
H 3.24386 -7.79716 -1.88469
H 1.11366 -8.15672 -3.48697
H 1.15607 -9.04827 -1.94845
C 12.61967 -2.31292 -1.78520
C 11.37458 -1.72967 -1.14957
O 10.58905 -2.87301 -0.78765
S 11.56612 -4.08961 -0.39257
O 11.69388 -4.12422 1.01565
O 11.18316 -5.22438 -1.15281
O 12.91720 -3.48189 -1.00928
H 12.43192 -2.62489 -2.81488
H 13.45879 -1.62239 -1.76384
H 10.82031 -1.08522 -1.82740
H 11.61308 -1.17831 -0.23757
*
```